Record 1
Computed, not measured: C45H46F3N5O4PS6Sr as an isolated structure, with wB97M-V/def2-TZVPD.

```
! RIJCOSX wB97M-V def2-TZVPD def2/J DEFGRID3
* xyz -1 1
Sr 1.140 0.836 -0.271
O 7.863 -0.793 -0.016
C 6.775 -0.271 -0.142
S 5.868 -0.222 -1.649
C 4.477 0.726 -1.082
C 4.505 1.088 0.224
S 3.353 2.056 1.092
S 5.902 0.526 1.159
S 3.256 1.077 -2.262
C 1.729 0.878 5.666
C 0.396 0.483 5.723
C -0.132 -0.300 4.711
C 0.663 -0.722 3.637
C 1.993 -0.321 3.593
C 2.520 0.480 4.602
P -0.162 -1.684 2.297
C -0.847 -3.074 3.304
C -0.290 -3.550 4.490
C -0.858 -4.629 5.153
C -1.990 -5.253 4.642
C -2.556 -4.788 3.465
C -1.989 -3.703 2.807
C 1.247 -2.445 1.417
C 1.714 -3.731 1.706
C 2.802 -4.240 1.010
C 3.412 -3.449 0.043
C 2.915 -2.181 -0.241
C 1.790 -1.627 0.401
H 2.141 1.508 6.446
H -0.233 0.792 6.550
H -1.178 -0.594 4.743
H 2.622 -0.618 2.763
H 3.550 0.806 4.533
H 0.593 -3.076 4.899
H -0.413 -4.990 6.073
H -2.435 -6.090 5.165
H -3.442 -5.266 3.062
H -2.436 -3.315 1.896
H 1.247 -4.334 2.477
H 3.176 -5.233 1.236
H 4.282 -3.825 -0.489
H 3.430 -1.603 -1.006
F -3.426 5.126 4.214
C -2.094 5.303 4.087
F -1.901 6.564 3.667
F -1.574 5.211 5.327
C -1.497 4.290 3.160
C -0.726 4.668 2.076
C -0.235 3.673 1.245
N -0.487 2.377 1.440
C -1.219 2.026 2.498
C -1.736 2.944 3.392
H -0.510 5.707 1.877
H 0.381 3.925 0.387
H -1.408 0.967 2.620
H -2.324 2.623 4.242
C 0.045 -2.576 -4.182
C 0.661 -2.192 -2.820
N -0.004 -2.952 -1.766
C 0.136 -4.374 -1.997
C -0.588 -4.778 -3.314
N -1.107 -3.515 -3.917
C -2.127 -2.903 -2.995
C -1.409 -2.591 -1.663
H 0.744 -3.108 -4.827
H -0.340 -1.713 -4.712
H 0.552 -1.111 -2.637
H 1.727 -2.411 -2.795
H -0.286 -4.913 -1.149
H 1.198 -4.609 -2.044
H -1.435 -5.440 -3.138
H 0.087 -5.252 -4.026
H -1.565 -3.700 -4.805
H -2.948 -3.612 -2.890
H -2.487 -1.993 -3.457
H -1.851 -3.144 -0.833
H -1.482 -1.527 -1.441
C 5.246 4.275 -1.542
C 4.260 4.972 -0.599
C 2.874 4.762 -1.000
N 1.780 4.599 -1.315
H 6.258 4.362 -1.147
H 5.214 4.716 -2.539
H 4.997 3.218 -1.627
H 4.445 6.048 -0.563
H 4.361 4.562 0.406
O -2.118 -0.060 -6.150
S -2.698 0.601 -4.999
O -4.089 0.276 -4.762
N -1.809 0.332 -3.674
C -1.373 1.466 -3.122
O -0.771 1.586 -2.048
C -1.739 2.683 -3.928
C -1.427 3.999 -3.642
C -1.908 4.982 -4.499
C -2.670 4.652 -5.617
C -2.966 3.325 -5.910
C -2.484 2.365 -5.045
H -0.817 4.237 -2.778
H -1.692 6.023 -4.294
H -3.042 5.440 -6.259
H -3.548 3.049 -6.780
C -5.159 -0.875 0.577
S -3.469 -0.253 0.771
C -3.583 1.136 -0.382
H -5.876 -0.127 0.912
H -5.250 -1.768 1.195
H -5.343 -1.129 -0.467
H -3.809 0.770 -1.384
H -2.612 1.627 -0.395
H -4.352 1.833 -0.049
*
```

Here are the Löwdin charges for atoms 1 to 4, given in e:
1. Sr 0.940
2. O -0.111
3. C -1.063
4. S 0.907

***

Record 2
Computed, not measured: a 5-piece molecular cluster, C45H48Cl8F5N7O5 overall in a non-equilibrium geometry, with wB97M-V/def2-TZVPD.

Properties
Energy relative to the best compared isomer or geometry (same formula, charge and spin), kJ/mol: 327.4
SMILES: C[C@H](F)CN(c1cccnc1)[C@](CN)(CCCF)[C@](N)(C[C@@H](C)F)O[C@@](CN)(ON=O)N(C(=O)F)C(=O)F.Clc1ccccc1Cl.Clc1ccccc1Cl.Clc1ccccc1Cl.Clc1ccccc1Cl

```
! RIJCOSX wB97M-V def2-TZVPD def2/J DEFGRID3
* xyz 0 1
C 4.075 -1.802 0.216
C 3.807 -0.437 -0.544
F 3.661 0.543 0.464
C 2.590 -0.521 -1.570
N 1.429 0.312 -1.312
C 1.692 1.641 -1.748
C 1.535 1.926 -3.207
C 1.866 3.255 -3.633
C 2.334 4.301 -2.748
N 2.524 4.043 -1.436
C 2.216 2.788 -1.018
C 0.244 -0.180 -0.631
C -0.450 1.033 0.134
N 0.402 1.565 1.253
C 0.726 -1.261 0.423
C -0.266 -1.877 1.466
C -0.515 -1.064 2.793
F -1.793 -0.449 2.847
C -0.802 -0.858 -1.696
N -0.889 0.113 -2.773
C -2.248 -1.122 -1.122
C -3.445 -0.281 -1.744
C -3.471 1.243 -1.377
F -3.703 -0.556 -3.103
O -0.068 -1.998 -2.192
C -0.665 -2.977 -2.939
C 0.493 -3.649 -3.813
N 1.480 -4.298 -2.896
O -1.118 -4.101 -2.101
N -0.667 -3.988 -0.791
O -0.339 -5.050 -0.415
N -1.805 -2.670 -3.834
C -1.476 -2.367 -5.177
O -1.995 -2.897 -6.091
F -0.568 -1.377 -5.503
C -2.864 -3.670 -3.775
O -3.892 -3.486 -3.266
F -2.680 -4.926 -4.320
H 3.294 -2.030 0.980
H 5.045 -1.714 0.784
H 4.207 -2.653 -0.495
H 4.778 -0.210 -1.069
H 3.028 -0.200 -2.561
H 2.395 -1.621 -1.715
H 1.181 1.121 -3.894
H 1.728 3.503 -4.713
H 2.527 5.303 -3.199
H 2.411 2.610 0.071
H -1.396 0.739 0.650
H -0.756 1.854 -0.575
H 0.433 2.577 1.058
H -0.146 1.551 2.124
H 1.206 -2.159 -0.056
H 1.553 -0.766 1.006
H -1.206 -2.328 1.062
H 0.278 -2.788 1.868
H 0.329 -0.351 3.010
H -0.497 -1.780 3.664
H -0.995 1.080 -2.506
H -1.337 -0.166 -3.631
H -2.607 -2.188 -1.235
H -2.373 -0.946 -0.018
H -4.345 -0.701 -1.202
H -2.936 1.897 -2.120
H -4.551 1.563 -1.455
H -3.162 1.471 -0.332
H 1.090 -2.874 -4.364
H 0.104 -4.465 -4.470
H 1.221 -5.286 -2.820
H 2.423 -4.204 -3.266
Cl -4.682 -1.017 1.604
C -5.055 -2.047 2.939
C -4.659 -1.639 4.207
C -4.942 -2.428 5.313
C -5.623 -3.628 5.152
C -6.016 -4.038 3.886
C -5.732 -3.250 2.777
Cl -6.241 -3.816 1.226
H -4.129 -0.703 4.337
H -4.631 -2.107 6.300
H -5.847 -4.245 6.014
H -6.545 -4.975 3.767
Cl 4.688 -7.604 0.020
C 6.007 -6.493 -0.084
C 7.182 -6.807 0.589
C 8.271 -5.950 0.530
C 8.189 -4.773 -0.204
C 7.016 -4.457 -0.874
C 5.924 -5.314 -0.815
Cl 4.489 -4.861 -1.665
H 7.252 -7.723 1.162
H 9.184 -6.198 1.057
H 9.038 -4.103 -0.255
H 6.957 -3.537 -1.444
Cl -1.124 4.889 0.210
C -0.825 6.510 -0.298
C -0.974 7.528 0.636
C -0.735 8.846 0.276
C -0.345 9.149 -1.022
C -0.199 8.134 -1.955
C -0.441 6.812 -1.596
Cl -0.249 5.596 -2.806
H -1.276 7.297 1.649
H -0.853 9.637 1.007
H -0.154 10.177 -1.306
H 0.103 8.376 -2.967
Cl -2.574 2.286 3.496
C -2.124 3.728 4.327
C -1.482 4.706 3.589
C -1.094 5.895 4.188
C -1.354 6.105 5.538
C -1.997 5.123 6.280
C -2.382 3.930 5.678
Cl -3.171 2.742 6.653
H -1.285 4.530 2.538
H -0.590 6.657 3.607
H -1.057 7.033 6.011
H -2.195 5.290 7.332
*
```

Here are the Löwdin charges for atoms 1 to 4, given in e:
1. C -0.059
2. C -0.295
3. F -0.051
4. C -0.113

***

Record 3
Computed, not measured: C45H48F36N11O24S12 as an isolated structure in a non-equilibrium geometry, with wB97M-V/def2-TZVPD.

```
! RIJCOSX wB97M-V def2-TZVPD def2/J DEFGRID3
* xyz -1 1
C 11.718 4.704 -13.119
C 11.664 3.228 -13.601
C 12.716 2.960 -14.758
N 12.525 1.586 -15.378
C 13.684 1.077 -16.252
C 13.817 1.961 -17.502
C 12.468 2.051 -18.241
C 11.181 2.301 -17.434
C 11.181 1.433 -16.152
C 12.533 0.406 -14.293
H 10.750 5.056 -12.764
H 11.929 5.356 -13.967
H 12.472 5.083 -12.429
H 10.622 3.135 -13.905
H 11.867 2.610 -12.726
H 13.766 2.938 -14.467
H 12.731 3.676 -15.580
H 14.606 1.204 -15.684
H 13.533 0.048 -16.575
H 14.275 2.891 -17.166
H 14.555 1.556 -18.194
H 12.596 2.714 -19.096
H 12.309 1.098 -18.745
H 11.130 3.370 -17.227
H 10.291 2.131 -18.039
H 10.385 1.602 -15.427
H 11.157 0.364 -16.364
H 11.580 0.633 -13.815
H 13.233 0.650 -13.495
H 12.727 -0.575 -14.726
C 11.262 3.759 -5.382
N 11.831 2.400 -5.500
C 13.106 2.386 -6.071
C 13.711 1.108 -6.346
C 12.981 -0.006 -5.889
C 11.731 0.155 -5.316
C 11.118 1.360 -5.126
C 13.496 -1.466 -5.956
C 14.860 -1.692 -5.618
C 15.286 -2.934 -5.456
N 14.436 -3.991 -5.662
C 13.149 -3.833 -6.068
C 12.595 -2.542 -6.276
C 14.818 -5.367 -5.342
H 11.885 4.406 -4.765
H 10.246 3.615 -5.012
H 11.173 4.224 -6.363
H 13.539 3.334 -6.353
H 14.593 1.115 -6.969
H 11.066 -0.654 -5.055
H 10.159 1.574 -4.677
H 15.529 -0.880 -5.373
H 16.289 -3.198 -5.155
H 12.545 -4.726 -6.000
H 11.551 -2.347 -6.470
H 14.098 -5.924 -4.741
H 15.760 -5.441 -4.798
H 14.812 -5.910 -6.287
C 23.709 -11.483 2.618
N 22.241 -11.663 2.733
C 21.734 -12.776 2.231
C 20.357 -12.930 2.179
C 19.469 -11.949 2.624
C 20.065 -10.773 3.135
C 21.458 -10.631 3.163
C 17.977 -11.986 2.577
C 17.292 -11.975 1.351
C 15.925 -12.019 1.304
N 15.227 -12.048 2.467
C 15.826 -12.071 3.684
C 17.280 -12.028 3.708
C 13.752 -12.224 2.444
H 24.097 -10.762 3.337
H 23.889 -11.078 1.622
H 24.194 -12.458 2.585
H 22.409 -13.552 1.901
H 19.968 -13.880 1.845
H 19.507 -9.865 3.311
H 22.032 -9.741 3.375
H 17.806 -11.793 0.419
H 15.236 -11.910 0.480
H 15.219 -12.100 4.576
H 17.874 -11.888 4.600
H 13.502 -11.760 3.397
H 13.463 -13.269 2.563
H 13.233 -11.789 1.589
C 21.231 -11.210 -11.832
F 21.846 -10.145 -11.280
F 21.690 -12.358 -11.304
F 19.913 -11.162 -11.575
S 21.391 -11.396 -13.715
O 20.813 -12.711 -14.017
O 20.841 -10.230 -14.359
N 23.119 -11.497 -13.743
S 23.523 -11.674 -15.222
O 22.688 -12.588 -15.991
O 23.705 -10.450 -15.892
C 25.253 -12.490 -15.000
F 26.254 -11.647 -14.629
F 25.160 -13.507 -14.198
F 25.594 -12.978 -16.135
C 8.456 4.647 0.830
F 7.595 4.639 -0.144
F 9.696 4.569 0.358
F 8.179 5.853 1.410
S 7.874 3.237 2.122
O 8.231 3.546 3.509
O 6.453 3.015 1.864
N 8.787 1.880 1.482
S 9.956 1.707 2.402
O 10.773 2.885 2.690
O 9.740 0.835 3.532
C 11.147 0.728 1.320
F 12.166 0.149 2.052
F 10.555 -0.270 0.598
F 11.663 1.693 0.508
C 19.044 -4.908 0.197
F 18.211 -4.668 -0.734
F 18.739 -4.195 1.383
F 18.814 -6.183 0.464
S 20.846 -4.688 -0.460
O 21.085 -3.267 -0.870
O 21.725 -5.142 0.600
N 20.662 -5.584 -1.930
S 22.145 -5.903 -2.072
O 23.045 -4.757 -2.126
O 22.571 -7.040 -1.342
C 22.197 -6.592 -3.910
F 23.306 -7.244 -4.221
F 21.271 -7.608 -4.006
F 22.033 -5.575 -4.780
C 10.689 -13.570 -3.756
F 11.908 -13.604 -3.297
F 10.340 -14.683 -4.423
F 9.799 -13.442 -2.762
S 10.505 -11.999 -4.892
O 11.657 -11.838 -5.751
O 9.319 -12.310 -5.765
N 10.602 -10.760 -3.737
S 9.151 -10.213 -3.816
O 8.871 -9.481 -5.060
O 8.137 -11.133 -3.363
C 9.259 -8.826 -2.435
F 10.068 -7.861 -2.753
F 8.010 -8.410 -2.161
F 9.788 -9.369 -1.304
C 4.831 5.015 -8.478
F 5.040 4.731 -7.113
F 3.590 5.420 -8.798
F 5.652 6.006 -8.875
S 5.055 3.506 -9.587
O 3.701 2.875 -9.713
O 5.558 4.100 -10.869
N 6.358 2.628 -8.751
S 6.345 1.264 -9.329
O 5.631 1.083 -10.605
O 7.684 0.614 -9.326
C 5.420 0.184 -8.080
F 5.830 -1.081 -8.194
F 5.749 0.659 -6.830
F 4.114 0.342 -8.307
C 19.956 -2.529 -11.087
F 18.685 -2.619 -10.837
F 20.557 -3.308 -10.226
F 20.162 -2.902 -12.330
S 20.609 -0.712 -10.723
O 19.849 0.138 -11.629
O 20.353 -0.601 -9.263
N 22.307 -1.049 -11.323
S 23.166 -0.107 -10.397
O 23.038 1.311 -10.640
O 23.312 -0.543 -8.961
C 24.938 -0.477 -11.097
F 25.689 0.617 -10.953
F 25.443 -1.437 -10.376
F 24.837 -0.820 -12.375
*
```

Here are the Löwdin charges for atoms 1 to 4, given in e:
1. C -0.095
2. C -0.180
3. C -0.088
4. N -0.239

***

| no. | frontier orbital gap (eV) |
| --- | --- |
| 1 | 4.8 |
| 2 | 8.0 |
| 3 | 1.6 |